(1)
A structure of composition C14H10N3O4PtS at a distorted geometry. Source: the OMol25 dataset; level of theory: ωB97M-V with the def2-TZVPD basis set.

```
33
Properties=species:S:1:pos:R:3:forces:R:3:mulliken_charge:R:1
Pt -0.0127 0.2524 1.0416 -0.3 0.2 0.7 0.96
C -2.9943 -0.0142 -1.4850 0.0 -0.1 0.0 -1.22
C -2.6133 -1.1554 -0.6123 0.0 0.0 0.0 0.12
N -1.7299 -1.1077 0.3602 -0.1 -0.1 0.0 -0.59
C -1.6777 -2.3530 0.9300 0.3 0.2 0.5 0.72
C -2.5532 -3.1706 0.2941 -0.3 -0.5 -0.1 0.03
N -3.1340 -2.3985 -0.6838 0.0 0.0 -0.1 0.01
C -2.9548 -4.5990 0.4362 0.1 0.2 0.0 0.48
O -2.4175 -5.2594 1.4251 0.0 0.0 0.0 -0.57
O -3.7504 -5.0691 -0.3542 0.0 0.0 0.0 -0.67
C -0.7375 -2.6149 2.0847 -0.2 0.0 -0.4 0.84
O -0.8673 -3.7176 2.6695 0.1 0.0 0.0 -0.82
O 0.0895 -1.7143 2.3327 -0.3 0.1 0.4 -0.75
H -2.3282 0.8165 -1.2666 0.0 0.0 0.0 0.22
H -4.0234 0.2948 -1.2969 0.0 0.0 0.0 0.31
H -2.9006 -0.2771 -2.5393 0.0 0.0 0.0 0.34
H -3.8184 -2.7598 -1.3293 0.0 0.0 0.0 0.21
H -1.7596 -4.6584 1.9723 -0.1 0.1 0.0 0.47
S 2.5176 3.8206 2.5196 -0.4 -0.4 -0.1 -0.43
C 1.3455 2.7209 2.2069 0.4 0.6 0.4 0.35
N 0.4745 1.9614 2.0192 0.1 -0.5 0.0 -0.51
C 1.0466 0.6329 -0.3048 0.7 -0.2 -1.4 -1.55
C 2.0334 1.6512 -0.6096 -0.2 0.5 0.2 1.18
C 1.6724 2.9754 -0.8624 0.0 0.2 -0.1 -0.34
C 2.6412 3.9214 -1.1521 -0.1 0.0 -0.1 -0.35
C 3.9824 3.5634 -1.1869 0.0 -0.1 0.0 -0.42
C 4.3442 2.2458 -0.9484 0.0 -0.1 0.0 -0.41
C 3.3762 1.2893 -0.6808 0.2 -0.1 0.0 -0.41
H 0.6257 3.2488 -0.8015 0.0 0.1 0.0 0.33
H 2.3495 4.9500 -1.3256 0.0 0.0 0.0 0.33
H 4.7410 4.3121 -1.3773 0.0 0.0 0.0 0.36
H 5.3873 1.9566 -0.9758 0.0 0.0 0.0 0.37
H 3.6456 0.2554 -0.4994 0.0 0.0 0.0 0.42
```
Positions in Å, forces in eV/Å.

Calculated values
HOMO-LUMO gap ... 6.564 eV
Electronic energy ... -41423.69603 eV
Total charge ... -1
Relative energy (zero: lowest compared OMol25 entry of this formula, charge and spin) ... 0.9497 eV
LUMO ... 2.408 eV
E_HOMO ... -0.1527 Ha
F_max ... 1.58 eV Å⁻¹



(2)
A structure of composition C14H11AlClN3Se at a distorted geometry. Source: the OMol25 dataset; level of theory: ωB97M-V with the def2-TZVPD basis set.

```
31
Properties=species:S:1:pos:R:3:forces:R:3:mulliken_charge:R:1
Al -0.6594 -1.8646 0.0486 1.5 -3.1 0.6 0.52
C -1.4241 0.5086 -3.3998 0.6 0.8 0.1 -0.87
C -1.4991 -0.5511 -2.5178 0.2 -1.0 1.2 -0.11
N -0.8064 -0.6172 -1.3614 -1.0 1.4 -1.8 0.11
C 0.0087 0.4060 -1.0398 -0.6 0.9 -2.0 0.05
C 0.1493 1.5335 -1.8821 -0.6 -0.6 -0.4 0.60
C -0.5857 1.5673 -3.0749 -0.6 -0.5 -0.4 -0.51
C 1.0036 2.5838 -1.5242 1.7 0.8 1.9 -0.89
C 1.7190 2.5200 -0.3340 -0.8 1.0 -2.3 -0.88
C 1.5829 1.4055 0.5031 0.0 -0.6 0.6 0.68
C 2.2899 1.3107 1.7095 0.1 -0.6 0.7 -0.53
C 2.1318 0.1914 2.5164 0.3 1.0 -0.6 -1.05
C 1.2692 -0.7981 2.0880 -1.0 -0.9 -0.9 0.27
N 0.5729 -0.7402 0.9334 1.6 1.7 1.1 0.03
C 0.7212 0.3424 0.1457 1.7 0.8 1.9 0.67
H -2.0033 0.5098 -4.3159 0.0 -0.1 0.2 0.40
H -2.1377 -1.4064 -2.7192 0.0 0.1 0.0 0.45
H -0.5094 2.4132 -3.7530 0.1 0.0 0.2 0.43
H 1.1159 3.4534 -2.1677 -0.1 -0.2 0.0 0.40
H 2.3799 3.3406 -0.0646 -0.1 -0.2 0.1 0.40
H 2.9633 2.1034 2.0248 -0.1 0.0 -0.2 0.42
H 2.6667 0.0932 3.4540 -0.1 -0.1 -0.1 0.42
H 1.1059 -1.6958 2.6775 0.2 0.3 -0.1 0.28
Se -2.4712 -0.7818 1.1956 -2.4 1.3 1.8 -0.01
C -3.8982 0.0710 2.0991 0.8 -0.6 -1.0 0.17
N -4.7710 0.5928 2.6515 0.4 -0.2 -0.1 -0.52
Cl 0.8000 -4.3333 1.1735 0.2 -0.2 0.4 -0.21
C -0.5090 -3.1849 1.5324 -1.8 -0.3 0.4 -0.89
H -0.2847 -2.6527 2.4796 -0.5 -0.7 -0.5 0.30
H -1.4664 -3.7359 1.6356 0.7 0.1 0.3 0.40
H 0.5452 -2.5846 -0.7141 -0.1 -0.1 -1.0 -0.53
```
Positions in Å, forces in eV/Å.

Calculated values
HOMO-LUMO gap ... 6.292 eV
Electronic energy ... -103631.83610 eV
LUMO ... -1.626 eV
E_HOMO ... -0.2910 Ha
F_max ... 3.45 eV Å⁻¹